# 1
C20H40N5O11PS | wB97M-V/def2-TZVPD

The value obtained for the gap between HOMO and LUMO is 8.007 eV. As for the multiplicity: 1. The calculated total energy is -2626.92774 Ha. The value obtained for the lowest unoccupied orbital energy is -0.92 eV.

Atoms and positions in Å:
C (-1.60, 3.01, 7.61)
H (-1.97, -1.30, 0.37)
H (2.37, 2.33, -1.51)
C (1.34, -3.91, -0.63)
H (1.84, 2.04, 6.62)
H (-4.89, -1.81, -0.51)
H (-5.75, -0.12, -2.68)
O (2.01, 0.59, 1.69)
H (-2.45, 3.61, 7.91)
N (-4.80, -1.08, 0.19)
O (-3.81, 1.47, -2.90)
H (-0.91, 2.94, 8.45)
H (3.98, 1.03, 1.25)
N (1.95, 1.43, 2.83)
C (1.89, 1.33, -1.46)
C (-0.92, 3.67, 6.43)
H (0.00, -2.32, -1.26)
O (1.77, 0.94, -2.85)
H (0.73, -3.24, -2.57)
H (-6.48, 0.54, -4.15)
H (1.97, -1.35, 0.29)
S (1.47, -0.61, -3.14)
C (0.52, 1.63, -0.77)
O (5.79, 0.43, -0.33)
H (-5.36, -0.85, -4.24)
C (2.89, 0.48, -0.62)
C (2.99, 1.12, 0.78)
O (2.53, -4.34, 2.48)
H (4.24, -3.49, 0.05)
C (-5.58, 0.09, -3.73)
H (-4.59, -1.56, 1.06)
H (3.76, -5.20, -0.12)
O (1.51, -4.98, -1.07)
H (0.65, 2.21, 0.16)
H (-3.49, -0.33, -1.25)
H (4.34, -0.11, -3.56)
C (-4.42, 1.05, -3.87)
H (0.29, 1.38, 7.18)
C (0.81, 1.83, 6.34)
H (-3.89, 0.55, -7.00)
O (0.07, -0.88, -3.34)
C (3.91, -4.38, 0.60)
H (2.90, -2.32, -2.31)
H (0.80, 1.13, 5.50)
C (0.94, -2.78, -1.59)
H (0.58, 3.56, 5.13)
C (2.08, -1.74, -1.85)
O (2.15, -0.95, -4.36)
C (-0.43, 0.43, -0.54)
N (4.85, -0.34, -2.71)
C (2.59, -4.14, 1.33)
H (-2.78, -0.54, 1.75)
C (2.63, -1.05, -0.55)
H (-5.48, 0.34, -6.24)
O (-1.33, 4.72, 5.95)
H (0.04, -0.49, -0.20)
H (-0.92, 0.88, 1.58)
H (0.01, 2.32, -1.47)
H (-3.28, 2.06, -5.15)
H (5.67, -0.45, 0.07)
C (-2.44, -0.36, 0.72)
P (4.60, 0.79, -1.44)
C (-3.69, -0.16, -0.18)
N (0.18, 3.06, 5.91)
H (2.80, 2.20, 0.65)
H (4.63, -4.75, 1.33)
H (-2.00, 1.74, 0.35)
H (-4.10, 0.86, -0.06)
H (-1.06, 0.32, -1.44)
C (-1.43, 0.83, 0.60)
H (-1.95, 2.01, 7.33)
H (4.75, -1.32, -2.44)
N (-4.06, 1.43, -5.13)
C (-4.65, 1.03, -6.39)
H (-5.01, 1.92, -6.91)
O (2.70, 1.06, 3.64)
H (3.60, -1.53, -0.32)
O (1.43, -3.66, 0.72)

# 2
C20H40N6O3PPdS | wB97M-V/def2-TZVPD

The value obtained for the gap between HOMO and LUMO is 6.164 eV. As for the multiplicity: 1. The calculated total energy is -2207.63693 Ha. The value obtained for the lowest unoccupied orbital energy is 2.67 eV. As for the charge: -1.

Atoms and positions in Å:
N (-0.02, 3.15, 0.29)
C (-2.29, 2.71, 1.10)
C (0.40, -3.02, 0.11)
N (-3.59, 2.80, 0.75)
H (5.76, -1.20, 2.74)
H (-4.25, 2.44, 1.42)
H (1.55, -1.17, -3.84)
C (0.71, -2.37, -1.25)
C (3.01, 2.00, 2.37)
H (-1.78, 3.79, -0.54)
H (1.04, -4.31, -2.13)
N (-1.42, 3.29, 0.25)
C (5.10, -0.38, 3.00)
C (-2.96, 0.03, -1.32)
C (1.20, -0.16, -3.64)
O (-2.11, 0.77, 3.84)
C (2.59, 0.70, 2.79)
H (-3.94, -0.07, -0.86)
H (0.20, 2.16, 0.03)
H (2.76, -2.86, -0.77)
H (-1.71, 1.52, -2.99)
C (2.21, -2.03, -1.21)
C (2.47, 3.11, 2.96)
H (-3.10, 0.06, -2.40)
H (2.38, -1.14, -0.59)
H (2.63, -1.85, -2.20)
C (0.97, 1.74, 4.26)
N (-2.61, 1.55, 3.06)
C (-2.07, -1.14, -0.87)
H (0.15, 1.64, 4.97)
C (-0.25, -0.13, -3.14)
H (-3.83, 2.89, -0.22)
C (0.46, -3.40, -2.36)
H (-2.63, -2.48, -2.51)
H (2.80, 4.10, 2.65)
H (-2.52, 0.97, -1.00)
H (-3.73, -2.49, -1.13)
H (0.46, -2.28, 0.91)
H (-0.88, -1.96, -4.15)
H (-1.44, -0.39, 1.05)
C (-2.14, -1.14, 0.67)
N (0.36, 0.37, -0.42)
H (1.28, -0.43, 4.09)
H (-2.19, -0.80, -3.93)
Pd (1.03, 0.26, 1.58)
H (-0.94, -0.50, -5.14)
H (5.49, 0.56, 2.60)
C (1.44, 2.98, 3.92)
C (1.52, 0.56, 3.70)
P (-0.26, -0.72, -1.32)
O (-3.82, 1.82, 3.10)
H (-3.15, -0.88, 1.00)
H (3.78, 2.09, 1.61)
H (-1.88, -2.10, 1.11)
O (2.99, -1.92, 2.99)
S (3.49, -0.73, 2.23)
H (1.87, 0.32, -2.93)
H (1.15, -3.79, 0.32)
H (-2.19, -3.32, -1.03)
H (0.79, -3.06, -3.33)
H (-0.58, -3.50, 0.13)
N (-1.76, 2.14, 2.17)
H (0.28, 3.27, 1.25)
H (1.25, 0.39, -4.59)
C (-2.67, -2.43, -1.43)
H (-0.09, 1.89, -2.37)
H (-0.39, 1.79, -4.12)
H (-0.58, -3.69, -2.43)
H (4.96, -0.32, 4.08)
H (1.00, 3.86, 4.36)
C (-0.64, 1.36, -3.15)
C (-1.12, -0.90, -4.13)

# 3
C20H40N7PRuS | wB97M-V/def2-TZVPD

The value obtained for the gap between HOMO and LUMO (spin up / spin down) is 8.114 / 6.749 eV. As for the multiplicity: 5. Its expectation value of S² is 6.032. The calculated total energy is -2002.36252 Ha. The value obtained for the lowest unoccupied orbital energy (spin up / spin down) is -11.61 / -13.59 eV. As for the charge: +4.

Atoms and positions in Å:
H (-2.82, 0.41, 1.10)
H (-0.48, 0.29, -4.31)
H (-1.00, -3.17, -4.05)
H (-1.71, 0.68, -5.52)
C (-2.73, -2.68, -2.82)
N (2.30, -3.86, -0.96)
H (-4.94, 0.51, -1.63)
H (1.82, -3.96, 3.94)
H (-1.37, -1.93, 3.97)
H (0.36, 6.52, -1.82)
C (2.49, 1.84, -2.38)
H (2.50, 6.75, -5.56)
H (2.77, -4.58, -0.43)
H (-3.43, 1.89, -2.45)
C (-0.28, -1.88, 4.02)
H (-1.54, 0.72, -0.09)
H (3.55, 2.74, -3.87)
N (0.84, -2.08, -1.17)
H (-3.21, -1.57, -0.19)
H (0.07, -0.86, 3.89)
C (1.37, 4.75, -2.38)
H (-3.52, -0.05, -3.97)
H (1.11, 4.20, -1.49)
H (-1.66, 1.99, -2.61)
H (1.67, -3.93, 1.35)
C (-2.53, 0.24, -3.59)
H (-4.65, -2.06, -3.73)
H (1.16, -2.08, -2.13)
C (-3.76, -2.64, -3.97)
N (3.54, 1.07, -2.16)
H (-3.02, 1.49, -0.29)
H (0.04, -2.22, 5.00)
H (-0.69, -0.80, 2.00)
H (-2.70, 2.33, -3.98)
C (2.63, 4.90, -4.51)
Ru (-0.50, -0.76, -0.64)
H (1.05, 7.79, -3.83)
H (0.79, -4.84, 2.75)
H (-4.09, -3.66, -4.16)
C (0.41, -2.38, 1.76)
C (-3.29, -0.64, -0.77)
H (-1.90, -4.55, -3.46)
C (-2.65, 0.52, 0.03)
H (-3.22, -3.10, -1.94)
H (-0.84, -3.68, -2.36)
H (3.45, 0.28, -1.54)
N (2.77, 2.91, -3.24)
C (-4.78, -0.39, -1.03)
S (0.95, 1.55, -1.77)
C (-1.48, 0.03, -4.68)
C (2.20, 6.18, -4.69)
N (1.17, -3.18, 0.90)
C (2.22, 4.15, -3.36)
C (1.43, -3.02, -0.43)
C (-2.58, 1.69, -3.11)
H (-3.33, -2.26, -4.89)
H (2.48, -3.87, -1.96)
C (-1.54, -3.56, -3.19)
C (0.82, -4.07, 3.52)
H (-5.24, -1.23, -1.55)
H (3.28, 4.43, -5.25)
N (0.33, -2.77, 3.01)
H (4.48, 1.33, -2.44)
C (1.37, 6.76, -3.71)
H (-1.46, -0.99, -5.06)
H (0.14, -4.39, 4.30)
H (-5.31, -0.26, -0.09)
N (-0.16, -1.28, 1.28)
P (-2.27, -0.99, -2.26)
C (0.97, 6.03, -2.56)

# 4
C20H40NOP3RuS | wB97M-V/def2-TZVPD

The value obtained for the gap between HOMO and LUMO (spin up / spin down) is 6.070 / 4.533 eV. As for the multiplicity: 6. Its expectation value of S² is 8.782. The calculated total energy is -2432.02350 Ha. The value obtained for the lowest unoccupied orbital energy (spin up / spin down) is -8.84 / -13.28 eV. As for the charge: +3.

Atoms and positions in Å:
H (2.18, 1.78, -4.76)
C (-2.34, 1.14, 1.84)
C (1.07, 3.61, -1.14)
H (-2.52, -0.29, -3.78)
C (1.21, -3.72, 0.60)
H (-1.14, 4.08, -3.00)
H (-3.31, -1.75, -3.12)
H (0.84, 4.62, -1.51)
C (2.29, 0.45, -1.45)
H (-1.25, -1.73, 2.06)
H (-4.04, -2.00, -0.74)
H (-2.42, -2.63, -0.36)
H (1.88, 3.20, -1.75)
C (-2.43, -1.11, -3.05)
H (-1.13, -0.68, -7.56)
H (0.27, 1.59, 3.27)
H (-3.83, 1.31, -0.52)
O (0.74, 0.19, -3.45)
C (1.25, -2.35, 0.46)
C (2.26, 0.76, -0.12)
H (1.41, 3.70, -0.11)
N (0.47, -1.87, -0.59)
P (-0.69, 0.54, 1.31)
H (-0.90, -1.20, -5.12)
C (0.41, 1.71, 2.19)
H (-1.37, 3.71, 0.68)
C (-0.04, -2.90, -1.28)
H (-3.19, -1.42, 0.71)
C (-0.96, 3.00, -2.98)
P (-0.42, 2.54, -1.28)
H (1.87, 2.40, -7.19)
H (2.44, 1.22, -2.20)
H (2.44, 1.79, 0.18)
C (-1.64, 3.59, -0.37)
H (-4.56, 0.34, -1.82)
H (2.37, -0.58, -1.80)
Ru (-0.21, 0.30, -0.88)
H (-2.35, 1.18, 2.94)
C (-0.34, -0.39, -5.57)
S (0.24, -4.47, -0.64)
C (-0.46, -0.09, -6.93)
H (0.19, 2.75, 1.91)
H (-3.14, 0.46, 1.52)
H (1.70, -4.27, 1.39)
C (1.24, 1.64, -6.73)
P (-2.30, -0.42, -1.36)
C (-3.63, 0.83, -1.48)
C (0.28, 0.96, -7.49)
H (-2.55, 2.14, 1.47)
H (2.47, -0.01, 0.63)
H (-1.10, -0.59, 3.42)
H (-0.60, -2.79, -2.20)
H (-1.88, 2.47, -3.25)
H (1.79, -1.67, 1.12)
H (-0.17, 2.77, -3.71)
H (-1.68, 4.59, -0.82)
H (-0.03, -0.18, -2.86)
H (1.45, 1.50, 1.95)
H (-2.65, 3.16, -0.44)
H (-1.55, -1.70, -3.32)
C (-0.66, -0.90, 2.46)
C (-3.05, -1.74, -0.33)
C (1.42, 1.31, -5.39)
H (0.13, 1.26, -8.54)
H (0.37, -1.24, 2.65)
C (0.57, 0.36, -4.80)
H (-3.36, 1.59, -2.22)

# 5
C20H40O15 | wB97M-V/def2-TZVPD

The value obtained for the gap between HOMO and LUMO is 11.230 eV. As for the multiplicity: 1. The calculated total energy is -1914.56400 Ha. The value obtained for the lowest unoccupied orbital energy is 0.57 eV.

Atoms and positions in Å:
H (-2.06, 1.48, -8.76)
C (-2.38, -3.27, 1.09)
H (6.12, -3.06, 3.33)
H (-3.06, -5.36, 1.04)
H (-0.50, 1.85, -9.31)
H (-1.52, -2.87, 1.65)
H (2.02, 0.61, -3.90)
C (-5.31, -0.55, 3.71)
H (-7.86, 3.42, 4.33)
H (2.01, -0.72, -5.17)
H (-7.07, 4.95, 4.50)
H (6.38, -3.83, 1.92)
C (8.62, -0.32, -1.80)
H (-1.49, 3.15, -8.59)
O (-0.59, 1.85, -7.27)
H (-7.77, 5.88, 2.46)
O (-0.90, -0.36, -7.07)
C (-5.17, 3.34, 3.73)
H (-0.49, 1.11, 1.50)
C (8.42, -0.94, 0.54)
H (4.80, -0.70, -1.35)
C (0.20, 0.29, -0.40)
H (-5.53, -0.54, 4.78)
O (2.01, -1.55, -1.24)
O (-6.28, 3.75, 3.10)
C (7.94, -2.31, 2.50)
C (-0.81, 0.49, 0.67)
H (-0.07, -0.61, -0.94)
H (-9.31, 5.05, 3.00)
C (-1.20, 2.10, -8.51)
H (-1.34, -5.08, 1.60)
C (-0.71, 0.73, -6.59)
H (7.54, -0.21, -1.81)
H (9.02, 0.68, -1.64)
H (5.55, -0.81, -0.01)
C (-7.39, 4.22, 3.76)
O (-4.23, 3.01, 2.82)
H (-6.24, -0.36, 3.17)
O (-3.49, -3.07, 2.01)
O (3.46, -0.63, 0.37)
H (-1.87, -5.00, -0.09)
H (4.41, -2.19, -0.52)
O (-4.83, -1.78, 3.28)
C (0.02, 0.01, -4.48)
H (1.72, -1.06, -3.54)
O (-4.08, -0.95, 1.35)
H (-2.96, 1.86, 4.08)
O (8.66, -2.07, 1.29)
C (-2.15, -4.77, 0.94)
C (-2.98, 2.55, 3.23)
H (8.34, -3.00, 3.24)
C (2.26, -0.77, -0.28)
H (-8.32, 4.47, 1.71)
C (-8.27, 4.94, 2.69)
H (8.89, -0.68, -2.79)
H (-0.48, -0.90, -4.80)
H (5.82, -2.15, 1.91)
H (-0.46, 0.48, -3.62)
O (7.79, 0.08, 0.95)
C (4.57, -1.12, -0.37)
C (1.53, -0.29, -4.29)
H (-2.29, 3.34, 3.54)
C (-4.12, -1.86, 2.14)
O (1.51, 0.20, 0.23)
H (0.21, 1.25, -0.92)
H (-0.86, -0.42, 1.26)
H (-2.51, 2.02, 2.40)
H (-2.76, -2.79, 0.19)
O (-0.14, 1.02, -5.40)
O (8.86, -1.17, -0.78)
H (7.89, -1.41, 3.12)
C (6.54, -2.84, 2.35)
O (-4.95, 3.30, 4.97)
H (-4.50, 0.14, 3.47)
H (-1.79, 0.73, 0.27)

# 6
C20H40O24PtRbS3 | wB97M-V/def2-TZVPD

The value obtained for the gap between HOMO and LUMO (spin up / spin down) is 4.848 / 4.667 eV. As for the multiplicity: 3. Its expectation value of S² is 2.042. The calculated total energy is -3929.16350 Ha. The value obtained for the lowest unoccupied orbital energy (spin up / spin down) is -6.01 / -6.04 eV. As for the charge: +1.

Atoms and positions in Å:
S (-5.43, 5.99, 6.42)
H (0.45, -4.49, 7.52)
C (1.04, 3.99, 5.22)
O (-2.58, -2.18, 5.30)
O (2.63, 1.33, 4.15)
H (2.60, 4.31, -2.23)
H (-1.86, -8.65, -1.22)
H (2.62, -2.43, -10.00)
C (-4.79, 6.94, 4.09)
C (2.54, -1.30, -7.31)
C (3.09, 4.88, -1.43)
H (0.47, 0.44, -9.03)
H (0.71, -2.85, 8.32)
O (2.21, -1.37, -6.14)
H (3.81, -3.75, -9.47)
O (1.54, 1.99, 6.41)
O (1.88, -0.74, -8.32)
C (-1.13, -3.22, 7.22)
C (0.45, 2.85, 6.05)
S (2.78, 2.16, 5.34)
H (6.03, 0.89, -0.62)
H (-4.86, 4.84, 3.28)
H (0.79, 4.94, 5.70)
H (4.37, -0.76, -9.35)
H (0.53, 3.99, 4.26)
Pt (0.56, -0.77, -1.16)
H (0.91, 0.94, -7.44)
H (-0.49, 2.48, 5.65)
O (2.40, 3.72, 5.02)
Rb (-6.92, 5.58, -3.42)
O (-2.51, 3.56, -1.99)
C (4.63, 2.99, -1.37)
H (7.50, 1.92, -0.63)
O (-0.71, -3.05, 5.86)
H (-3.63, -2.29, 3.51)
C (-4.11, -4.17, -3.38)
H (-1.72, -2.36, 7.54)
H (-3.82, 7.04, 3.59)
O (-1.78, -5.00, -2.07)
O (-1.74, 2.03, -0.24)
H (2.49, 4.59, -0.57)
H (-4.42, -1.75, 4.96)
O (-6.47, 6.93, 6.81)
H (7.72, 1.92, -3.06)
O (5.95, 2.90, -1.13)
C (-0.65, -8.11, -2.96)
H (-0.39, -7.20, -3.50)
H (-3.35, -3.95, -4.12)
O (3.80, 2.11, -1.51)
H (0.13, -8.74, -2.53)
C (0.69, 0.05, -8.04)
C (6.61, 1.63, -1.18)
C (0.02, -3.66, 8.08)
H (-4.30, -3.49, -2.55)
S (-2.59, 2.25, -1.39)
C (7.09, 1.21, -2.51)
H (-0.95, -7.11, -1.11)
O (-5.81, 5.00, 5.10)
O (-2.13, 1.20, -2.27)
C (-3.49, -1.67, 4.40)
O (4.04, 2.22, 6.09)
O (-1.00, -2.47, 3.70)
C (-1.40, -2.49, 4.85)
H (-5.47, 7.79, 4.04)
H (0.13, 3.23, 7.02)
O (3.76, -1.84, -7.71)
H (-1.18, -8.67, -3.73)
O (-3.94, 2.07, -1.01)
O (-4.79, 5.13, 7.45)
H (5.41, -2.02, -8.93)
H (6.36, 0.68, -3.12)
O (-2.69, -7.08, -2.21)
H (-5.06, -4.08, -3.92)
O (-4.31, 6.76, 5.49)
C (4.34, -1.79, -8.99)
H (-0.22, -0.45, -7.70)
C (-1.50, -7.78, -1.76)
H (-0.41, -4.07, 8.99)
C (-2.71, -5.78, -2.37)
O (-3.91, -5.49, -2.99)
H (-3.24, -0.61, 4.29)
H (-6.43, 5.63, 3.25)
H (3.14, 5.94, -1.66)
H (7.82, 0.41, -2.41)
H (-1.82, -4.06, 7.13)
C (3.65, -2.78, -9.96)
C (-5.51, 5.52, 3.82)
O (4.43, 4.31, -1.29)
H (4.09, -2.78, -10.95)